A structure of composition C47H47BeNP2 in a non-equilibrium geometry. Source: the Open Molecules 2025 dataset; level of theory: ωB97M-V/def2-TZVPD.

Geometry (Å):
Be -1.28 1.20 -1.94
C -2.93 1.41 -2.98
C -2.33 0.09 -2.60
C -1.62 -0.73 -3.64
C -0.12 -0.28 -3.75
C 0.25 0.69 -2.65
C -0.05 2.06 -2.70
C -0.79 2.68 -3.85
C -2.21 2.15 -4.16
C 2.46 -0.03 1.73
H -3.92 1.16 -3.42
H -2.94 -0.48 -1.90
H -2.12 -0.71 -4.63
H -1.64 -1.79 -3.32
H 0.50 -1.19 -3.68
H 0.05 0.13 -4.75
H 1.00 0.35 -1.95
H 0.55 2.72 -2.09
H -0.19 2.59 -4.77
H -0.86 3.76 -3.68
H -2.85 2.98 -4.48
H -2.16 1.47 -5.02
H 1.38 0.20 1.69
H 3.02 0.85 2.06
H 2.68 -0.84 2.44
P 0.16 -2.41 0.65
P 3.08 -0.48 0.12
C 1.53 -2.74 -0.38
C 2.42 -1.78 -0.85
C -1.24 -3.26 -0.03
C -1.03 -4.57 -0.54
C -2.06 -5.50 -0.44
C -3.34 -5.08 -0.04
C -3.61 -3.71 0.13
C -2.57 -2.78 0.10
C -3.32 2.22 -1.68
C -2.87 3.49 -1.30
C -3.64 4.22 -0.38
C -4.82 3.69 0.17
C -5.12 2.34 -0.05
C -4.32 1.58 -0.92
C 4.76 -1.08 0.54
C 4.88 -2.43 0.93
C 6.13 -2.95 1.29
C 7.26 -2.13 1.29
C 7.14 -0.78 0.91
C 5.89 -0.25 0.54
C 3.31 1.07 -0.77
C 2.97 2.32 -0.23
C 3.27 3.49 -0.93
C 3.89 3.42 -2.18
C 4.23 2.17 -2.72
C 3.95 1.00 -2.02
H 1.58 -3.78 -0.76
H 2.96 -1.97 -1.79
H -0.06 -4.85 -0.96
H -1.86 -6.55 -0.66
H -4.13 -5.81 0.11
H -4.63 -3.37 0.30
H -2.77 -1.71 0.19
H -1.93 3.92 -1.71
H -3.33 5.23 -0.10
H -5.48 4.30 0.78
H -5.99 1.86 0.40
H -4.53 0.52 -1.08
H 4.00 -3.07 0.93
H 6.21 -4.00 1.58
H 8.22 -2.53 1.58
H 8.02 -0.14 0.89
H 5.81 0.80 0.27
H 2.48 2.39 0.75
H 3.02 4.46 -0.49
H 4.10 4.34 -2.73
H 4.72 2.11 -3.69
H 4.24 0.04 -2.43
C -1.80 3.47 4.66
C -2.49 3.31 3.45
C -2.15 2.27 2.59
C -1.22 1.26 3.00
C -0.48 1.51 4.20
C -0.76 2.60 5.00
N -1.01 0.12 2.26
C -1.14 -1.13 2.73
C 0.01 -2.09 2.46
C -0.23 -3.50 2.81
C -1.32 -3.87 3.56
C -2.35 -2.95 3.83
C -2.26 -1.63 3.42
H -2.06 4.30 5.33
H -3.30 4.00 3.18
H -2.62 2.15 1.61
H 0.27 0.77 4.47
H -0.16 2.77 5.90
H 0.94 -1.64 2.85
H 0.48 -4.25 2.41
H -1.43 -4.91 3.87
H -3.27 -3.30 4.32
H -3.09 -0.95 3.59

Calculated values
Maximum force (eV/A): 4.31
Relative energy (zero: lowest compared OMol25 entry of this formula, charge and spin) (kcal per mole): 77.72
Multiplicity: 1
Lowest unoccupied orbital energy (spin up / spin down) (eV): -0.18 / -0.18
Total energy (Eh): -2571.0289
Gap between HOMO and LUMO (spin up / spin down) (eV): 5.14 / 5.01

A structure of composition C47H47N8O2SeW. Source: the Open Molecules 2025 dataset; level of theory: ωB97M-V/def2-TZVPD.

Geometry (Å):
W -0.11 -0.24 -0.59
C 3.83 2.55 0.31
C 3.69 1.11 0.87
C 2.74 -1.32 0.28
N 1.54 -1.72 -0.47
C 1.56 -2.69 -1.36
C 2.59 -3.68 -1.42
C 2.82 -4.64 -2.35
C 2.12 -4.95 -3.54
C 0.95 -4.40 -3.98
C 0.17 -3.40 -3.35
C 0.40 -2.67 -2.22
N -0.56 -1.71 -1.80
C -1.87 -2.35 -1.41
C -1.69 -3.16 -0.13
C -1.61 -2.33 1.15
N -0.87 -1.06 0.98
C -0.83 1.32 2.07
C -2.19 1.69 2.68
C -2.25 1.48 4.16
C -1.10 2.02 4.91
C -0.15 2.92 4.43
C 0.26 3.23 3.13
C -0.01 2.59 1.86
N 0.50 2.96 0.75
C 1.57 3.91 0.60
C 2.66 3.34 -0.32
H 4.61 2.53 -0.45
H 4.24 3.16 1.12
H 3.29 1.17 1.88
H 5.70 1.17 1.59
H 2.68 -1.60 1.33
H 3.66 -1.72 -0.16
H 3.28 -3.67 -0.58
H 3.69 -5.26 -2.16
H 2.55 -5.73 -4.16
H 0.55 -4.78 -4.91
H -0.75 -3.16 -3.87
H -2.19 -3.01 -2.21
H -2.62 -1.57 -1.30
H -0.81 -3.79 -0.23
H -2.54 -3.83 -0.02
H -1.15 -2.91 1.95
H -2.62 -2.07 1.48
H -2.62 2.57 2.21
H -3.16 1.85 4.64
H -1.06 1.82 5.98
H 0.41 3.44 5.20
H 0.92 4.09 3.09
H 2.02 4.25 1.54
H 1.13 4.78 0.10
H 3.12 4.20 -0.81
H 2.17 2.78 -1.12
C 1.61 0.27 -3.47
O 1.61 0.40 -2.03
C 2.85 0.38 -1.39
C 4.00 0.34 -2.06
C 5.35 0.15 -1.52
C 5.80 0.18 -0.27
C 5.07 0.49 1.00
C 2.71 0.22 0.10
N 1.32 0.53 0.56
N 1.30 0.22 1.92
C 0.27 0.46 2.66
C -1.62 0.17 1.24
O -1.93 0.53 -0.06
C -2.69 0.27 2.35
C -2.34 -0.07 3.87
C -1.08 -0.74 4.34
C -1.15 -1.68 5.36
C 0.00 -2.17 5.97
C 1.25 -1.71 5.56
C 1.34 -0.81 4.52
C 0.19 -0.32 3.91
H 2.16 -0.63 -3.74
H 2.07 1.15 -3.91
H 0.58 0.21 -3.78
H 3.97 0.38 -3.14
H 6.09 -0.05 -2.29
H 6.86 -0.03 -0.13
H 5.02 -0.43 1.61
H -3.72 0.06 2.07
H -3.19 -0.53 4.36
H -2.12 -2.02 5.71
H -0.08 -2.89 6.77
H 2.14 -2.08 6.05
H 2.31 -0.48 4.17
C -3.65 3.61 -2.10
N -3.56 2.25 -2.61
C -2.48 1.47 -2.61
Se -0.75 1.94 -2.04
N -2.81 0.30 -3.18
C -4.15 0.32 -3.57
C -4.95 -0.62 -4.19
C -6.26 -0.24 -4.44
C -6.74 1.03 -4.08
C -5.93 1.96 -3.46
C -4.62 1.57 -3.21
H -2.74 3.83 -1.53
H -4.51 3.69 -1.45
H -3.74 4.31 -2.92
H -2.15 -0.44 -3.36
H -4.59 -1.60 -4.49
H -6.93 -0.93 -4.94
H -7.76 1.29 -4.30
H -6.30 2.94 -3.19

Calculated values
Maximum force (eV/A): 0.53
Relative energy (zero: lowest compared OMol25 entry of this formula, charge and spin) (kcal per mole): 72.40
Net charge: +3
Multiplicity: 1
Lowest unoccupied orbital energy (eV): -10.02
Total energy (Eh): -4875.1622
Gap between HOMO and LUMO (eV): 5.14

A structure of composition C47H48F2Ge2KN6O6 in a non-equilibrium geometry. Source: the Open Molecules 2025 dataset; level of theory: ωB97M-V/def2-TZVPD.

Geometry (Å):
K -0.44 0.66 1.21
O -1.71 -0.35 4.54
C -0.42 -0.93 4.61
C 0.67 0.13 4.73
N 1.06 0.64 3.42
C 2.28 0.07 2.86
C 2.16 -0.41 1.39
O 3.15 -0.22 0.67
O 1.08 -1.00 1.09
C 1.01 2.09 3.34
C -0.45 2.64 3.29
O -0.59 3.84 3.58
O -1.34 1.83 2.93
H -1.65 0.42 3.93
H -0.21 -1.54 3.72
H -0.42 -1.59 5.49
H 0.27 0.95 5.33
H 1.54 -0.29 5.27
H 2.55 -0.83 3.43
H 3.13 0.76 2.91
H 1.47 2.40 2.40
H 1.54 2.59 4.16
F -1.55 3.97 -3.58
C -2.02 3.00 -2.74
C -1.52 1.75 -2.82
C -1.97 0.71 -1.94
C -3.00 1.05 -1.00
C -3.47 2.36 -1.00
F -4.45 2.71 -0.13
C -3.01 3.37 -1.83
C -3.64 0.13 -0.03
C -5.03 0.00 -0.01
C -5.63 -0.66 1.04
C -4.82 -1.17 2.05
C -3.45 -1.05 1.92
N -2.86 -0.44 0.89
H -0.76 1.50 -3.54
H -3.39 4.38 -1.74
H -5.62 0.45 -0.80
H -6.70 -0.76 1.09
H -5.24 -1.67 2.92
H -2.80 -1.44 2.69
C 2.48 1.90 -3.82
C 2.85 1.07 -2.58
C 1.69 0.88 -1.71
N 0.78 0.73 -1.04
H 3.36 2.02 -4.46
H 2.12 2.88 -3.53
H 1.70 1.40 -4.39
H 3.63 1.56 -2.00
H 3.21 0.08 -2.87
O -0.60 -0.75 -3.16
C -1.36 -0.58 -2.17
C 2.35 -2.60 -1.57
Ge 0.89 -3.32 -0.47
C 0.62 -5.24 -1.04
C 1.56 -3.75 1.35
Ge -1.28 -2.37 -1.18
C -1.65 -3.35 -2.92
C -0.62 -3.79 -3.74
C -0.86 -4.35 -4.99
C -2.16 -4.47 -5.46
C -3.20 -4.01 -4.67
C -2.94 -3.44 -3.43
C -2.54 -3.32 0.08
C -1.97 -3.78 1.27
C -2.69 -4.54 2.19
C -4.01 -4.88 1.93
C -4.60 -4.42 0.76
C -3.88 -3.65 -0.14
H 3.09 -3.38 -1.80
H 2.83 -1.79 -1.02
H 1.95 -2.19 -2.50
H 1.48 -5.84 -0.71
H 0.48 -5.39 -2.11
H -0.27 -5.64 -0.54
H 2.65 -3.74 1.28
H 1.24 -4.75 1.64
H 1.26 -3.03 2.11
H 0.41 -3.69 -3.42
H -0.03 -4.68 -5.61
H -2.36 -4.91 -6.43
H -4.23 -4.07 -5.03
H -3.77 -3.03 -2.87
H -0.95 -3.50 1.51
H -2.21 -4.87 3.11
H -4.57 -5.47 2.63
H -5.64 -4.66 0.55
H -4.39 -3.28 -1.02
C 0.03 5.12 -0.80
C -0.14 4.05 0.07
N 0.86 3.22 0.37
C 2.06 3.46 -0.11
C 2.37 4.56 -0.92
C 1.30 5.37 -1.30
C 3.72 4.82 -1.40
C 4.90 4.72 -0.76
C 5.22 4.46 0.64
C 4.31 4.36 1.70
C 4.83 4.12 2.96
N 6.14 4.02 3.21
C 6.91 4.16 2.14
N 6.54 4.38 0.89
H -0.81 5.74 -1.08
H -1.09 3.84 0.53
H 2.83 2.73 0.13
H 1.47 6.20 -1.98
H 3.78 5.15 -2.44
H 5.79 4.90 -1.35
H 3.25 4.46 1.57
H 4.17 4.01 3.81
H 7.98 4.10 2.32

Calculated values
Maximum force (eV/A): 1.92
Relative energy (zero: lowest compared OMol25 entry of this formula, charge and spin) (kcal per mole): 7.76
Net charge: -2
⟨S²⟩: 0.77
Multiplicity: 2
Lowest unoccupied orbital energy (spin up / spin down) (eV): 3.42 / 3.42
Total energy (Eh): -7553.3455
Gap between HOMO and LUMO (spin up / spin down) (eV): 3.63 / 6.33